9
Properties=species:S:1:pos:R:3:forces:R:3 method="wB97M-V/def2-TZVPD" s_squared=0.754 mol_weight_g_mol=132.53 e_above_lowest_kcal_mol=44.82 orbital_gap_ev="6.89 / 9.09" charge=+1 multiplicity=2
O -1.15876 0.57004 -0.13303 -0.26 0.54 -0.34
C -0.34802 -0.48772 -0.06865 0.09 1.72 -0.58
C 1.03324 -0.35826 0.36462 -2.62 -2.29 2.21
Li -2.91686 0.45914 -0.39624 0.05 0.00 0.09
H -0.61071 -1.37220 -0.67147 -0.11 0.42 0.30
F 1.76773 0.60542 -0.50440 0.34 -0.77 -0.55
H 1.36150 -0.03464 1.35849 -0.63 0.51 -0.31
Cu 0.19887 2.15123 -0.61265 -0.15 -0.82 0.24
H 0.67301 -1.53302 0.66334 3.29 0.69 -1.05